# 1
{
  "formula": "C6H9NS",
  "method": "wB97M-V/def2-TZVPD",
  "e_tot_ev": -18690.1229,
  "mol_weight_g_mol": 127.212,
  "spin_multiplicity": 1,
  "total_charge": 0,
  "orbital_gap_ev": 9.072,
  "homo_energy_ev": -8.16,
  "elements": ["C", "C", "C", "C", "C", "C", "N", "S", "H", "H", "H", "H", "H", "H", "H", "H", "H"],
  "xyz": [[0.74, -1.90, 0.31], [-1.57, 1.30, 0.94], [-0.63, 1.32, 0.03], [-0.29, -1.24, -0.67], [0.07, 0.29, -0.69], [1.62, 0.18, 0.58], [1.67, -1.22, 0.87], [3.12, 0.81, -0.19], [0.68, -2.93, 0.38], [-1.94, 2.23, 1.30], [-2.04, 0.34, 1.37], [-0.30, 2.35, -0.29], [-0.29, -1.57, -1.65], [-1.18, -1.53, -0.01], [0.55, 0.60, -1.67], [1.25, 0.81, 1.47], [3.78, -0.32, -0.10]]
}

=====

# 2
{
  "formula": "C4H3N",
  "method": "wB97M-V/def2-TZVPD",
  "e_tot_ev": -5680.3493,
  "mol_weight_g_mol": 65.075,
  "spin_multiplicity": 1,
  "total_charge": 0,
  "orbital_gap_ev": [7.398, 7.396],
  "homo_energy_ev": [-8.63, -8.63],
  "elements": ["C", "C", "C", "C", "N", "H", "H", "H"],
  "xyz": [[-1.44, 0.06, 0.01], [0.80, -0.71, 0.07], [-0.54, -1.02, 0.05], [-0.51, 1.00, 0.02], [0.82, 0.63, 0.01], [-2.49, -0.06, 0.01], [1.70, -1.08, -0.16], [1.67, 1.20, 0.00]]
}

=====

# 3
{
  "formula": "C3H2N4O",
  "method": "wB97M-V/def2-TZVPD",
  "e_tot_ev": -11145.6339,
  "mol_weight_g_mol": 110.076,
  "spin_multiplicity": 1,
  "total_charge": 0,
  "orbital_gap_ev": 8.918,
  "smiles": "O=c1ccnnnn1",
  "homo_energy_ev": -10.42,
  "elements": ["O", "C", "C", "C", "N", "N", "N", "N", "H", "H"],
  "xyz": [[-2.26, -0.31, -0.66], [-1.17, -0.38, -0.16], [-0.43, 0.90, 0.12], [0.92, 0.87, 0.26], [1.58, -0.08, -0.58], [1.12, -1.30, -0.69], [0.44, -1.90, 0.26], [-0.74, -1.46, 0.61], [-0.99, 1.88, 0.32], [1.53, 1.77, 0.52]]
}

=====

# 4
{
  "formula": "C31H43FeN5PS",
  "method": "wB97M-V/def2-TZVPD",
  "e_tot_ev": -94802.4404,
  "mol_weight_g_mol": 604.606,
  "spin_multiplicity": 1,
  "total_charge": 1,
  "orbital_gap_ev": 7.831,
  "homo_energy_ev": -10.24,
  "elements": ["Fe", "C", "C", "C", "C", "C", "C", "C", "C", "C", "C", "H", "H", "H", "H", "H", "H", "H", "H", "H", "H", "H", "H", "H", "H", "H", "N", "C", "C", "C", "C", "C", "N", "C", "H", "H", "H", "H", "C", "C", "P", "C", "C", "C", "C", "H", "H", "H", "H", "H", "H", "H", "H", "H", "H", "H", "H", "H", "H", "H", "S", "C", "N", "C", "C", "C", "N", "H", "H", "H", "H", "C", "C", "C", "N", "C", "C", "H", "H", "H", "H", "H"],
  "xyz": [[-0.43, 0.00, 0.35], [1.29, 0.78, 1.42], [0.50, 1.86, 1.00], [-0.78, 1.76, 1.64], [-0.75, 0.61, 2.47], [0.51, -0.05, 2.28], [0.99, -1.27, 2.99], [-1.73, 0.30, 3.55], [-1.75, 2.90, 1.77], [1.00, 3.04, 0.22], [2.78, 0.69, 1.22], [1.76, -1.79, 2.41], [0.19, -1.98, 3.17], [1.44, -1.02, 3.96], [-1.67, 1.09, 4.30], [-1.50, -0.63, 4.05], [-2.77, 0.27, 3.22], [-1.89, 3.46, 0.84], [-1.37, 3.62, 2.50], [-2.73, 2.58, 2.11], [0.24, 3.48, -0.42], [1.84, 2.76, -0.42], [1.34, 3.82, 0.91], [3.17, -0.30, 1.49], [3.26, 1.42, 1.87], [3.09, 0.91, 0.20], [5.18, -1.90, -2.12], [4.10, -2.11, -1.77], [2.78, -2.40, -1.29], [2.35, -3.71, -1.19], [1.08, -3.94, -0.68], [0.32, -2.86, -0.29], [0.72, -1.58, -0.38], [1.93, -1.36, -0.90], [2.99, -4.53, -1.50], [0.68, -4.94, -0.58], [-0.66, -3.02, 0.14], [2.23, -0.34, -1.04], [-2.71, -3.36, -1.43], [-3.30, -2.05, -0.94], [-2.51, -1.19, 0.50], [-2.70, -2.46, 1.83], [-4.01, -3.24, 1.97], [-3.79, 0.12, 0.70], [-5.17, -0.22, 1.26], [-3.37, -3.80, -2.18], [-2.61, -4.10, -0.63], [-1.73, -3.23, -1.89], [-4.34, -2.20, -0.64], [-3.33, -1.32, -1.75], [-2.43, -1.99, 2.77], [-1.89, -3.18, 1.64], [-4.82, -2.61, 2.32], [-3.87, -4.03, 2.71], [-4.31, -3.71, 1.04], [-3.88, 0.52, -0.31], [-3.34, 0.92, 1.28], [-5.64, -1.06, 0.75], [-5.83, 0.64, 1.14], [-5.12, -0.44, 2.32], [1.72, 1.34, -3.06], [3.33, 1.71, -2.92], [3.90, 2.64, -3.77], [5.22, 2.94, -3.77], [6.04, 2.32, -2.88], [5.42, 1.41, -2.00], [4.14, 1.13, -2.00], [3.28, 3.06, -4.44], [5.55, 3.66, -4.50], [7.10, 2.53, -2.85], [6.02, 0.89, -1.25], [-1.85, 1.33, -4.07], [-1.90, 2.23, -3.01], [-1.51, 1.81, -1.76], [-1.09, 0.56, -1.50], [-1.05, -0.30, -2.53], [-1.41, 0.04, -3.82], [-2.14, 1.64, -5.07], [-2.23, 3.25, -3.15], [-1.55, 2.47, -0.91], [-0.70, -1.29, -2.30], [-1.34, -0.69, -4.60]]
}

=====

# 5
{
  "formula": "C17H36BN3NaNbO3",
  "method": "wB97M-V/def2-TZVPD",
  "e_tot_ev": -35455.8626,
  "mol_weight_g_mol": 457.201,
  "spin_multiplicity": 1,
  "total_charge": 2,
  "orbital_gap_ev": 5.894,
  "homo_energy_ev": -15.12,
  "elements": ["N", "C", "O", "Na", "Nb", "N", "N", "C", "C", "C", "C", "C", "C", "C", "C", "H", "H", "H", "H", "H", "H", "H", "H", "H", "H", "H", "H", "H", "H", "H", "H", "H", "H", "C", "H", "H", "H", "C", "H", "H", "H", "C", "C", "C", "O", "B", "O", "C", "C", "C", "H", "H", "H", "H", "H", "H", "H", "H", "H", "H", "H", "H"],
  "xyz": [[1.96, -0.20, -0.89], [2.44, -0.81, 0.13], [3.52, -1.28, 0.48], [4.06, -0.67, -1.59], [0.12, 0.01, -0.19], [-0.79, -1.62, -0.92], [-0.28, 1.77, -1.02], [-0.29, -3.01, -1.07], [0.26, 3.09, -0.56], [0.83, -3.02, -2.09], [-1.40, -3.93, -1.54], [0.25, -3.47, 0.29], [0.18, 4.12, -1.68], [-0.58, 3.56, 0.64], [1.72, 2.93, -0.12], [0.47, -2.69, -3.06], [1.24, -4.04, -2.16], [1.67, -2.36, -1.81], [-2.23, -4.01, -0.81], [-0.98, -4.95, -1.66], [-1.81, -3.62, -2.51], [1.07, -2.84, 0.66], [0.64, -4.49, 0.18], [-0.55, -3.46, 1.03], [0.75, 3.77, -2.55], [0.67, 5.05, -1.35], [-0.84, 4.35, -1.96], [-1.59, 3.79, 0.32], [-0.14, 4.46, 1.09], [-0.64, 2.78, 1.41], [1.82, 2.35, 0.81], [2.14, 3.94, 0.05], [2.31, 2.45, -0.91], [-1.27, 1.77, -2.09], [-1.38, 0.78, -2.54], [-2.25, 2.06, -1.71], [-1.00, 2.45, -2.91], [-2.22, -1.31, -1.07], [-2.83, -2.08, -0.55], [-2.43, -0.35, -0.58], [-2.53, -1.26, -2.12], [-1.79, -0.72, 4.41], [-0.71, 0.32, 4.13], [-0.95, 1.49, 5.08], [-0.86, 0.79, 2.79], [0.04, 0.01, 2.07], [0.92, -0.78, 2.84], [0.74, -0.29, 4.15], [1.81, 0.75, 4.47], [0.94, -1.47, 5.11], [-2.78, -0.27, 4.18], [-1.78, -0.98, 5.47], [-1.68, -1.63, 3.80], [-1.98, 1.84, 4.91], [-0.87, 1.16, 6.12], [-0.25, 2.31, 4.91], [1.79, 0.97, 5.54], [2.80, 0.34, 4.23], [1.67, 1.67, 3.90], [0.21, -2.27, 4.93], [1.95, -1.85, 4.97], [0.84, -1.15, 6.15]]
}

=====

# 6
{
  "formula": "C9H17NO3P",
  "method": "wB97M-V/def2-TZVPD",
  "e_tot_ev": -26531.4857,
  "mol_weight_g_mol": 218.213,
  "spin_multiplicity": 1,
  "total_charge": -1,
  "orbital_gap_ev": 8.047,
  "smiles": "C=C[C@@]1(CC)[C@@H](CC)[C@@]1(N)[P@](=O)([O-])O",
  "homo_energy_ev": -4.72,
  "elements": ["C", "C", "C", "C", "C", "C", "C", "C", "C", "N", "P", "O", "O", "O", "H", "H", "H", "H", "H", "H", "H", "H", "H", "H", "H", "H", "H", "H", "H", "H", "H"],
  "xyz": [[-2.59, -1.22, 0.42], [-1.70, -0.37, -0.07], [-0.23, -0.45, 0.25], [0.30, -1.76, 0.77], [0.46, -2.83, -0.36], [0.68, 0.31, -0.62], [0.35, 1.20, -1.73], [1.53, 1.13, -2.76], [0.33, 0.75, 0.92], [1.47, 0.50, 1.75], [-0.61, 2.26, 1.63], [-1.48, 3.06, 0.66], [0.34, 2.95, 2.54], [-1.57, 1.32, 2.60], [-3.66, -1.11, 0.37], [-2.31, -2.36, 0.75], [-2.12, 0.52, -0.44], [1.29, -1.54, 1.12], [-0.48, -2.08, 1.53], [1.58, -3.24, -0.43], [0.37, -2.30, -1.31], [-0.20, -3.64, -0.25], [1.56, -0.25, -0.68], [-0.52, 0.79, -2.25], [0.27, 2.26, -1.34], [2.35, 1.44, -2.21], [1.49, 1.69, -3.70], [1.66, 0.19, -3.22], [1.32, 0.94, 2.73], [2.31, 0.84, 1.34], [-2.20, 0.97, 2.01]]
}